80
Properties=species:S:1:pos:R:3:forces:R:3 method="wB97M-V/def2-TZVPD" homo_ha=-0.2628 gap_ha=0.2753 e_tot_ev=-137372.777 de_lowest_ev=0.5564 mol_weight_g_mol=895.03 largest_force_ha_per_bohr=0.0029 lumo_ev=0.34
Tl 0.07648 -1.96517 -0.51163 -0.089 -0.005 0.050
C -0.01925 -3.31656 -7.02149 -0.005 0.005 -0.011
C 0.27519 -4.25535 -5.85836 -0.024 -0.012 -0.006
N 1.05855 -3.63482 -4.80907 0.006 0.014 0.003
C 0.54074 -2.79890 -3.87305 -0.073 0.068 0.066
S 1.70869 -2.03519 -2.83173 -0.001 -0.016 -0.016
N -0.76684 -2.64846 -3.89994 0.065 0.034 0.004
N -1.29024 -1.91897 -2.86973 0.070 -0.003 -0.070
C -2.46588 -1.43649 -3.05067 0.027 -0.046 0.002
C -3.23258 -1.56817 -4.33482 0.011 -0.040 -0.024
C -3.09718 -0.71603 -1.91537 -0.001 0.005 0.036
C -4.36821 -0.15431 -2.04476 0.003 -0.004 -0.010
C -4.93322 0.50487 -0.96621 0.003 0.007 0.004
C -4.22840 0.57857 0.22165 0.001 0.000 -0.004
C -2.97682 -0.01776 0.26997 -0.012 -0.015 -0.018
N -2.42113 -0.63673 -0.76286 -0.030 -0.034 -0.010
H -0.60617 -3.82576 -7.78754 -0.011 -0.003 -0.010
H -0.58178 -2.45162 -6.67117 0.001 0.001 0.009
H 0.90566 -2.96264 -7.47931 0.008 -0.001 -0.007
H -0.65696 -4.60660 -5.41776 0.002 -0.010 -0.007
H 0.82799 -5.12997 -6.20586 0.007 0.005 0.000
H 2.06164 -3.64218 -4.87010 -0.018 -0.006 0.010
H -2.58876 -1.98963 -5.09965 -0.005 0.002 0.008
H -4.09396 -2.22914 -4.20874 -0.020 0.016 0.014
H -3.60535 -0.59902 -4.66977 0.009 0.012 -0.011
H -4.91163 -0.23574 -2.97408 -0.001 0.001 0.002
H -5.91599 0.94957 -1.05528 -0.005 0.003 0.001
H -4.62930 1.07696 1.09271 -0.010 0.007 0.011
H -2.39121 -0.00071 1.18176 0.006 0.005 0.014
C 0.85246 -4.08365 2.57613 -0.025 0.022 -0.014
C 1.15308 -2.65438 2.95875 0.014 0.009 0.017
O 0.39653 -1.99474 3.65419 -0.006 -0.017 0.030
N 2.34330 -2.17315 2.51960 0.021 -0.003 0.012
C 2.78169 -0.82705 2.80815 -0.007 -0.035 0.027
C 3.33630 -0.11413 1.59945 -0.072 0.027 -0.020
C 4.39645 0.77285 1.74294 0.012 0.037 0.004
C 4.83700 1.47763 0.63497 -0.004 -0.014 0.019
C 4.20697 1.26741 -0.57943 -0.047 -0.010 0.008
C 3.16722 0.34995 -0.63051 0.028 0.078 -0.056
N 2.73856 -0.33072 0.42896 0.100 -0.104 -0.029
H -0.22441 -4.19854 2.48576 -0.003 -0.005 -0.010
H 1.20419 -4.74217 3.37223 -0.002 0.017 0.003
H 1.33177 -4.37579 1.64258 0.012 -0.011 -0.006
H 2.86261 -2.71589 1.85084 0.004 0.024 -0.021
H 3.53086 -0.82059 3.60530 -0.009 -0.017 -0.003
H 1.91033 -0.28569 3.18553 0.016 0.008 -0.025
H 4.86437 0.90380 2.71021 -0.001 0.004 0.004
H 5.66156 2.17354 0.71939 0.006 0.008 0.002
H 4.51155 1.79141 -1.47467 0.006 0.006 -0.003
H 2.64627 0.15888 -1.56213 0.015 -0.043 -0.010
C -0.06180 1.18422 -3.04922 0.054 -0.040 0.013
O 0.02942 0.99935 -1.64172 -0.004 0.026 -0.010
C -0.15349 2.08971 -0.86835 -0.005 0.008 0.077
C -0.34006 3.37103 -1.34886 -0.014 0.014 0.022
C -0.49904 4.42459 -0.44835 -0.004 0.004 -0.016
Br -0.75992 6.17333 -1.13216 0.002 0.005 -0.002
C -0.47088 4.22430 0.90529 0.010 0.001 0.020
C -0.28891 2.92617 1.40595 -0.002 -0.003 -0.059
C -0.14236 1.85252 0.52622 -0.001 -0.060 -0.068
O 0.00373 0.58369 0.92287 -0.032 0.001 -0.091
C -0.24750 2.65433 2.83848 -0.001 0.052 -0.030
N -0.10955 1.44759 3.33139 -0.011 -0.016 0.056
C -0.10670 1.59054 4.70744 -0.006 0.025 0.072
C 0.01128 0.62516 5.70411 -0.004 0.019 0.009
C -0.01426 1.06493 7.01333 -0.003 0.013 0.005
C -0.15497 2.42494 7.33028 0.002 -0.010 0.003
C -0.27510 3.39092 6.34871 0.002 -0.001 0.001
C -0.24793 2.94432 5.03344 0.010 -0.032 0.010
N -0.33744 3.60186 3.81876 -0.007 -0.026 -0.023
H -1.05623 1.54771 -3.32317 -0.008 -0.011 -0.007
H 0.12286 0.20778 -3.48477 0.005 0.002 -0.005
H 0.69842 1.88891 -3.39727 -0.004 -0.001 0.001
H -0.36483 3.56738 -2.40935 0.000 0.010 0.009
H -0.59633 5.06718 1.57048 0.002 0.002 0.006
H -0.01552 0.55136 1.91937 0.044 0.082 0.038
H 0.11465 -0.41744 5.43584 0.002 -0.029 -0.006
H 0.07302 0.34688 7.81772 0.001 -0.006 0.007
H -0.17101 2.72496 8.36964 0.000 0.002 0.007
H -0.38467 4.43794 6.59791 -0.001 0.010 0.002
H -0.43762 4.59076 3.68057 0.003 -0.008 -0.001



89
Properties=species:S:1:pos:R:3:forces:R:3 method="wB97M-V/def2-TZVPD" homo_ha=-0.1143 gap_ha=0.2654 e_tot_ev=-105510.950 de_lowest_ev=0.1396 mol_weight_g_mol=935.46 largest_force_ha_per_bohr=0.0576 total_charge=-2 lumo_ev=4.11
Ca 1.38821 -0.03090 0.58454 0.157 0.466 0.113
C 1.43207 3.45388 5.00747 -0.909 1.112 0.036
C 1.32191 2.79591 3.59939 -0.517 0.104 1.290
C 0.13791 3.33848 2.83217 0.396 -1.574 0.038
C -0.06837 4.69186 2.78362 0.872 1.619 0.727
C -0.98372 5.25767 1.93259 -0.904 -0.125 -1.223
C -1.77207 4.39927 1.14328 -0.318 0.629 -0.354
C -1.70575 3.01082 1.28855 -0.003 -0.750 -0.342
C -2.66558 2.08666 0.53622 0.789 0.626 -1.975
C -3.83399 1.65375 1.38301 0.412 0.645 -0.312
C -0.71483 2.45538 2.13646 -0.101 0.411 -0.039
N -0.43761 1.06266 2.07871 0.721 -0.129 -0.997
C -1.22902 0.10997 2.38920 -0.248 -0.619 -0.187
C -1.15926 -1.30902 2.00202 -0.381 1.037 1.248
C -2.04290 -2.29026 2.45166 -0.674 -0.125 0.075
C -1.56796 -3.52634 1.99850 -0.533 -0.863 0.174
C -0.38991 -3.21313 1.32628 -0.544 0.680 -0.049
N -0.16628 -1.88969 1.32105 1.907 0.364 -1.082
H 2.32181 3.11182 5.49504 0.668 -0.015 0.270
H 0.60117 3.20263 5.69891 0.182 -0.153 -0.602
H 1.41294 4.60853 4.99953 0.355 -1.793 -0.194
H 1.26179 1.70169 3.65990 -0.121 0.380 0.284
H 2.27056 2.94518 3.09972 0.145 0.346 -0.460
H 0.58264 5.35793 3.40913 -0.658 -0.697 -0.806
H -1.06046 6.34085 1.76265 0.083 -0.507 0.309
H -2.41807 4.84828 0.34231 0.467 -0.624 0.945
H -2.17452 1.22491 0.02083 0.050 0.526 0.964
H -3.05962 2.59327 -0.38042 0.274 0.198 1.054
H -3.52910 0.76590 1.90709 -0.778 -0.492 0.172
H -4.68465 1.58627 0.71419 -0.394 -0.618 0.334
H -3.98842 2.45856 2.08512 -0.507 0.108 0.489
H -2.08636 0.32471 3.00763 -0.470 0.085 0.298
H -2.96739 -2.07509 2.94429 -0.348 -0.068 0.403
H -2.02752 -4.54775 2.08704 0.515 1.327 0.006
H 0.24495 -3.85040 0.77768 0.737 -0.762 -0.404
O 3.22710 -0.49555 -3.09132 0.680 -0.913 -0.319
C 2.75259 0.29691 -2.30193 -0.383 1.358 1.298
O 2.97847 0.42502 -1.03682 -0.319 -0.764 -0.529
C 1.81403 1.34043 -2.89626 -0.457 0.047 0.223
C 2.15514 1.86009 -4.09464 -0.109 -0.080 -0.293
C 1.32764 2.77515 -4.76122 1.138 0.342 -0.772
C 0.12048 3.09891 -4.23975 -1.363 1.002 0.521
C -0.24122 2.56080 -3.01676 -1.562 0.798 -0.662
C 0.57300 1.72921 -2.25165 1.529 -1.295 1.050
O 0.30293 1.31081 -1.09352 -0.535 -0.132 0.402
N -1.65463 2.73925 -2.62873 -1.143 0.339 -0.809
O -2.24235 1.73712 -2.22788 0.529 1.102 -0.543
O -2.24496 3.82872 -2.86715 1.271 -1.790 0.609
N 1.82972 3.46924 -5.93878 0.347 0.441 -0.472
O 1.24065 4.49732 -6.32188 0.514 -1.240 0.302
O 2.85974 3.04223 -6.48663 -1.216 0.451 0.575
H 3.05752 1.50495 -4.53009 0.578 -0.034 -0.447
H -0.57781 3.79877 -4.70896 0.420 -0.318 0.020
C -1.82382 -6.25500 -1.63364 2.396 0.112 1.406
C -1.02882 -5.12554 -2.33599 -1.611 -0.662 0.148
Sb -1.94816 -3.20599 -1.99438 -0.459 0.160 0.961
C -0.23547 -2.03513 -2.41101 0.694 0.222 -0.509
C 0.62599 -2.53804 -3.55463 0.593 0.177 -0.795
C -2.80042 -3.23383 -3.94905 -0.302 0.950 -1.006
C -3.19357 -1.80793 -4.52053 1.326 -0.215 -0.079
H -1.25725 -7.21630 -1.68575 -0.616 0.500 -0.067
H -2.79727 -6.36726 -1.94783 -2.172 -0.447 -1.399
H -1.99652 -6.04225 -0.56086 0.583 0.065 -0.254
H -1.08887 -5.25006 -3.43238 0.636 -0.139 0.509
H -0.05103 -5.16779 -1.90623 0.876 0.253 -0.279
H 0.39779 -2.05351 -1.51370 -0.352 0.118 0.015
H -0.52539 -1.00222 -2.60858 -0.131 0.062 0.284
H 0.97739 -3.54589 -3.37458 0.080 -0.328 0.025
H 1.51306 -1.91828 -3.69485 0.139 0.057 0.390
H 0.20351 -2.51856 -4.56637 -0.633 -0.113 0.261
H -3.65002 -3.94425 -3.87415 0.344 0.459 -0.300
H -2.02102 -3.65325 -4.61094 -0.474 0.018 0.135
H -3.81017 -1.17907 -3.85641 0.015 -0.504 -0.256
H -3.62069 -1.86652 -5.53990 -0.170 -0.058 0.580
H -2.24316 -1.21633 -4.67337 -0.817 -0.591 0.298
F 2.46221 -1.53891 5.67548 0.035 -0.527 -0.334
C 2.04932 -1.41515 4.37898 -0.788 0.532 1.149
F 1.65810 -2.61806 3.96981 -0.201 0.077 0.019
F 0.96999 -0.63371 4.46162 -0.257 0.074 -0.322
C 3.12164 -0.72223 3.48817 1.401 -0.457 -0.044
O 2.68584 0.07200 2.54096 -0.530 0.096 -0.246
C 4.11527 -0.01322 4.43965 0.488 0.928 2.773
F 5.00016 0.69617 3.77125 -0.078 0.472 -0.309
F 3.49034 0.84943 5.36630 0.540 -0.842 -1.597
F 4.87491 -0.83284 5.26221 -0.669 0.293 -0.879
C 3.95191 -1.90111 2.88480 -0.602 -1.074 -0.047
F 3.16345 -2.42827 1.93379 0.524 0.133 -0.959
F 4.14307 -2.91574 3.74228 0.399 -0.317 0.698
F 5.16705 -1.62903 2.39852 -0.448 0.457 -0.327